Below is a structure of composition C27H27BBrN5O11S2Tl, with properties calculated with ωB97M-V/def2-TZVPD.

Its HOMO energy (alpha / beta) is -4.0 / -4.9 eV. As for the charge: -1. Its LUMO energy (alpha / beta) is 1.92 / 1.72 eV. For the HOMO-LUMO gap (alpha / beta), the calculation gives 5.95 / 6.58 eV.

XYZ file:
```
75
C27H27BBrN5O11S2Tl, DFT ωB97M-V/def2-TZVPD
Tl 0.58328 -0.40900 -0.17851
C 2.29670 -1.88865 5.63424
C 1.10814 -1.55490 4.76889
C -0.12448 -1.19586 5.29721
C -1.17901 -0.86766 4.45971
C -0.94962 -0.92290 3.09560
Br -2.31883 -0.44413 1.87578
N 0.19738 -1.28383 2.56960
C 1.20797 -1.58201 3.38299
H 2.02632 -1.88499 6.69042
H 3.09732 -1.16133 5.48203
H 2.69811 -2.87265 5.38480
H -0.26226 -1.16515 6.37371
H -2.14612 -0.57011 4.84205
H 2.14765 -1.83520 2.89295
C 4.96941 -1.70720 -1.31203
C 3.96101 -0.59435 -1.07482
S 3.62843 -0.16169 0.53155
C 3.37695 0.00610 -2.21132
C 3.79997 -0.50196 -3.57777
S 2.22056 1.24551 -2.16602
H 5.29540 -2.11936 -0.36203
H 5.84940 -1.33429 -1.84835
H 4.53941 -2.51255 -1.91854
H 4.88867 -0.56792 -3.67003
H 3.41929 0.15927 -4.35114
H 3.39590 -1.50472 -3.75899
O 1.25049 2.80539 3.42102
C 0.81135 2.59478 2.17980
O 0.71555 1.48695 1.71937
C 0.41336 3.85935 1.41446
N 0.80330 5.05775 2.18649
C 1.99322 5.67109 1.53646
C 2.46601 4.63746 0.50885
C 1.16716 3.95159 0.09258
H -0.66187 3.79420 1.26354
H 1.21267 3.78633 3.50350
H 0.04020 5.70961 2.25903
H 2.75690 5.89756 2.27985
H 1.72464 6.60636 1.03860
H 3.14039 3.90827 0.96556
H 2.98410 5.10398 -0.32703
H 1.31872 2.97496 -0.36114
H 0.60611 4.58211 -0.60127
O -5.18579 3.43448 -5.41854
N -4.74315 2.29880 -5.32613
O -4.94778 1.42904 -6.16063
C -3.93649 1.96342 -4.16891
C -3.71886 2.91233 -3.19385
C -2.97275 2.59054 -2.08494
C -2.31031 1.30768 -1.90521
O -1.43940 1.10302 -1.04548
C -2.70880 0.32776 -2.92279
C -3.44125 0.66668 -4.02724
N -2.25699 -1.00577 -2.85108
O -2.37692 -1.84306 -3.74665
O -2.22640 -1.45521 -1.53242
N -2.81034 3.63940 -1.08959
O -2.94036 4.80676 -1.44654
O -2.53863 3.32169 0.05297
H -4.14265 3.89938 -3.28792
H -3.65242 -0.07876 -4.77785
O -1.19437 -3.69543 -1.86790
B -2.04775 -2.78621 -1.25679
O -2.68051 -3.34656 -0.15090
C -2.23705 -4.64537 -0.11088
C -2.58981 -5.64496 0.76182
C -1.99340 -6.89157 0.56202
C -1.08375 -7.09925 -0.46820
C -0.74036 -6.07335 -1.35238
C -1.34242 -4.85624 -1.14910
H -3.29845 -5.46527 1.56099
H -2.24936 -7.71308 1.22093
H -0.62717 -8.07419 -0.58819
H -0.03560 -6.22290 -2.16029
```